Molecular formula: C6H16BBr6NO
Method: DFT, the ωB97M-V functional and the def2-TZVPD basis

Structure (XYZ):
```
31
Properties=species:S:1:pos:R:3:forces:R:3
N -2.7612 -3.6826 2.2678 -0.392 -0.051 0.012
B -4.1069 -3.2034 2.0086 0.128 0.247 -0.096
O -5.1611 -4.0574 2.0522 -0.159 -0.044 0.481
H -2.3028 -3.0187 2.8836 0.202 0.005 -0.270
H -2.1789 -3.7620 1.4420 0.109 -0.142 0.108
H -4.3482 -2.0447 1.7608 -0.055 0.064 0.300
H -5.9687 -3.5627 2.2345 -0.067 -0.172 -0.519
Br -0.0587 -1.5400 2.2577 0.074 0.015 0.035
C 1.2207 -2.7455 3.0963 0.093 0.175 -0.033
C 1.7250 -3.7938 2.1417 -0.035 -0.179 0.000
Br 0.4172 -5.1994 1.8350 0.064 0.091 -0.037
H 0.7261 -3.1722 3.9626 -0.018 -0.033 -0.012
H 2.0400 -2.1082 3.4209 0.015 -0.004 -0.012
H 2.5951 -4.2917 2.5631 0.011 0.027 0.027
H 1.9792 -3.3787 1.1719 0.014 0.027 0.002
Br 1.6916 0.5080 -2.0647 0.000 -0.013 0.025
C 0.5631 1.2026 -0.6387 -0.036 0.032 -0.134
C 1.1892 2.3906 0.0394 0.036 -0.059 0.159
Br 2.6295 1.8677 1.2352 0.036 -0.001 -0.044
H 0.3814 0.3802 0.0452 0.016 -0.006 0.011
H -0.3691 1.4912 -1.1201 -0.009 0.021 0.017
H 0.4582 2.8987 0.6637 -0.027 -0.007 -0.015
H 1.6104 3.0945 -0.6694 -0.006 0.050 0.002
Br 1.3598 5.9311 -5.7276 0.031 -0.004 0.043
C 1.5444 4.3525 -4.6089 -0.028 0.057 -0.133
C 0.4527 4.2640 -3.5775 0.031 -0.037 0.160
Br 0.7224 5.5283 -2.1209 -0.047 0.001 -0.063
H 2.5309 4.4006 -4.1598 0.004 -0.028 0.025
H 1.4919 3.5020 -5.2843 -0.023 -0.019 0.015
H 0.4550 3.2765 -3.1191 0.037 -0.014 -0.019
H -0.5282 4.4728 -3.9913 0.001 0.001 -0.033
```
Positions in Å, forces in eV/Å.

Computed properties:
**SMILES**: BrCCBr.BrCCBr.BrCCBr.NBO
**Max |F|**: 0.55 eV/A
**Frontier orbital gap**: 9.639 eV
**E_LUMO**: 0.34 eV

***

Molecular formula: C18H32FN4O3S
Method: DFT, the ωB97M-V functional and the def2-TZVPD basis

Structure (XYZ):
```
59
Properties=species:S:1:pos:R:3:forces:R:3
O -1.9314 -3.4408 2.8541 -0.030 0.049 0.101
S -0.8212 -2.9863 2.0270 -0.197 -0.216 -0.079
O -0.9492 -1.5948 1.6005 0.063 0.124 0.023
O -0.4881 -3.9037 0.9429 0.000 -0.056 -0.106
C 0.6199 -3.0654 3.0813 0.197 -0.188 0.137
C 0.8342 -4.4963 3.5433 -0.002 0.054 -0.063
F 1.6581 -4.5123 4.6878 -0.021 0.014 -0.070
H 1.4694 -2.7177 2.4907 -0.047 0.123 0.152
H 0.4632 -2.4243 3.9509 -0.028 0.027 -0.123
H 1.3374 -5.0882 2.7782 -0.064 0.021 0.035
H -0.1123 -4.9673 3.8130 0.059 0.066 0.023
C 2.4978 1.7454 -1.1898 -0.079 -0.028 -0.023
C 1.3537 0.8046 -0.8366 0.076 0.036 0.056
C 1.1305 0.6623 0.6752 -0.075 -0.011 -0.143
C 2.3078 0.1226 1.3534 -0.089 0.083 -0.050
N 3.2489 -0.2881 1.8665 0.141 -0.063 0.083
H 3.4528 1.3832 -0.8081 -0.007 0.001 0.031
H 2.5962 1.8495 -2.2699 -0.001 0.003 -0.001
H 2.3254 2.7408 -0.7687 0.021 0.009 -0.003
H 1.5366 -0.1798 -1.2690 -0.025 -0.014 0.011
H 0.4255 1.1672 -1.2805 -0.026 -0.038 0.011
H 0.2891 -0.0022 0.8893 0.024 -0.036 0.043
H 0.9127 1.6392 1.1150 0.003 -0.005 0.027
C -4.7072 -1.9644 1.7964 -0.023 0.028 -0.125
C -4.9918 -0.5537 2.2851 0.035 -0.037 -0.015
C -6.4024 -0.3800 2.8620 0.078 0.018 0.013
C -7.4565 -0.6299 1.8775 0.084 0.020 0.104
N -8.2868 -0.8112 1.1071 -0.123 -0.024 -0.126
H -5.3692 -2.2426 0.9724 -0.041 0.028 0.029
H -3.6777 -2.0372 1.4533 0.021 -0.056 0.044
H -4.8289 -2.6928 2.5991 0.040 -0.007 0.004
H -4.8465 0.1649 1.4755 -0.007 0.006 0.003
H -4.2771 -0.2959 3.0683 -0.012 0.027 0.007
H -6.5461 0.6334 3.2419 -0.006 -0.012 0.028
H -6.5531 -1.0695 3.6955 -0.008 -0.003 -0.003
C 3.1948 6.4545 -1.7214 -0.003 -0.005 0.021
C 4.2453 6.3454 -0.6241 -0.060 0.002 -0.025
C 5.5798 5.7886 -1.1340 -0.026 0.049 -0.003
C 5.4226 4.4442 -1.6883 -0.023 0.089 0.177
N 5.2479 3.3796 -2.0755 0.075 -0.142 -0.186
H 2.9610 5.4746 -2.1395 0.013 -0.002 -0.005
H 2.2704 6.8785 -1.3298 -0.001 0.000 -0.005
H 3.5410 7.0957 -2.5349 0.002 0.001 -0.002
H 3.8780 5.7027 0.1778 0.013 -0.002 0.007
H 4.4335 7.3274 -0.1856 0.032 -0.007 0.005
H 6.3115 5.7374 -0.3266 0.014 0.006 -0.015
H 5.9911 6.4346 -1.9127 0.003 0.007 0.009
C -0.3788 -3.3927 -2.2230 0.001 -0.034 -0.025
C -1.4946 -2.9594 -3.1603 0.012 0.007 0.071
C -0.9834 -2.3239 -4.4598 -0.014 -0.052 0.046
C -0.1765 -1.1285 -4.2123 -0.092 -0.084 -0.018
N 0.4450 -0.1870 -4.0054 0.097 0.161 -0.020
H 0.2100 -2.5373 -1.8886 0.012 0.004 -0.015
H -0.7749 -3.8603 -1.3242 0.032 0.028 0.037
H 0.2961 -4.1010 -2.7123 -0.007 0.016 -0.026
H -2.1475 -2.2498 -2.6481 -0.011 0.003 -0.016
H -2.1125 -3.8177 -3.4335 -0.011 0.012 -0.026
H -1.8118 -2.0387 -5.1108 0.013 -0.003 -0.016
H -0.3615 -3.0356 -5.0078 -0.004 0.000 -0.005
```
Positions in Å, forces in eV/Å.

Computed properties:
**Max |F|**: 0.31 eV/A
**Net charge**: -1
**Frontier orbital gap**: 7.974 eV
**E_LUMO**: 2.17 eV

***

Molecular formula: C39H26AsF8GaN2OS8Sb
Method: DFT, the ωB97M-V functional and the def2-TZVPD basis

Structure (XYZ):
```
87
Properties=species:S:1:pos:R:3:forces:R:3
Ga 0.0265 -2.3858 1.2552 0.632 1.064 -0.620
S -1.5531 -0.7421 1.5137 0.723 -0.406 0.882
C -2.4039 -1.4394 0.2073 -2.068 -1.713 -2.390
C -3.8390 -1.5114 0.2416 1.615 0.149 -0.175
C -4.5872 -2.1075 -0.7445 -0.506 -1.302 -1.077
C -5.9919 -2.4659 -0.4847 -1.400 0.299 1.839
N -7.0268 -2.6854 0.0299 2.465 0.396 -1.685
C -3.9262 -2.6202 -1.8915 -0.304 0.121 0.592
C -2.5572 -2.5490 -2.0158 0.691 -0.285 0.707
C -1.7826 -2.0974 -0.9349 0.065 1.401 0.210
S -0.0201 -2.1886 -1.0808 -0.259 -0.353 1.006
C -4.5849 -3.3949 -2.8769 -1.971 -1.139 -2.402
N -5.1220 -3.9905 -3.7304 1.164 1.100 1.853
H -4.3498 -1.1373 1.0888 -0.342 0.403 0.806
H -2.0851 -3.0013 -2.8996 -0.118 0.329 0.558
F 4.6718 -4.2351 5.7517 0.537 -0.255 -0.339
C 3.9370 -3.7479 4.7398 0.471 0.781 1.197
C 2.6433 -3.4465 5.0610 -1.322 -0.013 0.428
F 2.1144 -3.6516 6.2854 0.477 -0.400 -0.247
C 1.8536 -2.8330 4.1423 -0.735 0.716 -1.486
F 0.5560 -2.5404 4.4481 0.691 -0.223 0.004
C 2.3214 -2.4367 2.8724 0.160 1.463 0.158
O 1.5517 -1.6566 2.0723 0.211 -1.791 0.203
C 3.7005 -2.6105 2.6159 -0.830 -0.688 0.457
F 4.1967 -2.2975 1.4164 0.072 0.162 0.477
C 4.4989 -3.2125 3.5963 -0.361 -0.269 -0.618
F 5.8066 -3.3240 3.4416 0.519 -0.114 -0.323
C -2.3124 -3.3590 4.1141 0.675 -1.306 -2.166
As -1.5959 -5.0189 3.3027 0.421 -0.196 -0.738
C -3.0258 -6.1937 2.5881 -1.666 1.469 -0.424
C -0.7967 -6.0654 4.7421 0.530 0.469 -0.453
S -0.0732 -4.7688 1.6977 -0.985 0.537 0.925
H -3.0793 -3.0263 3.4315 -0.183 0.413 0.006
H -1.4448 -2.7284 4.1276 -0.006 0.566 0.201
H -2.6746 -3.6361 5.0571 -0.531 -0.205 1.393
H -2.7081 -7.1864 2.3267 0.527 -0.419 0.410
H -3.5629 -5.8435 1.6395 1.140 0.181 1.293
H -3.8253 -6.1858 3.3676 0.651 -0.352 -0.432
H -0.1138 -5.4954 5.3827 -0.095 0.178 -0.473
H -0.2544 -6.8749 4.2649 0.079 -0.113 0.007
H -1.5587 -6.4575 5.3752 -0.771 -0.365 0.354
F 4.1357 7.5768 -5.5005 -0.136 -1.422 0.843
C 3.4266 6.6032 -4.7675 -0.201 1.081 -1.864
C 3.9981 5.4031 -4.3730 -1.340 0.342 1.682
C 3.2558 4.5672 -3.5032 -1.423 2.617 -1.854
C 1.8837 4.9263 -3.2547 0.774 -2.266 0.405
C 1.3067 6.0116 -3.8751 1.150 0.928 0.181
C 2.0864 6.8941 -4.6498 -0.225 -0.605 1.034
Sb 0.8898 3.3356 -1.9883 0.557 -0.443 -1.424
C 1.4423 1.8853 -3.5588 -0.364 1.753 -0.310
C 2.2306 0.7905 -3.3199 0.628 -0.088 0.297
C 2.6789 -0.0071 -4.3599 0.269 -1.424 -2.085
C 2.2685 0.3056 -5.6623 -0.078 0.672 0.468
F 2.6883 -0.4942 -6.7103 -0.453 0.648 0.884
C 1.4942 1.4631 -5.9415 0.822 -2.350 -0.797
C 1.1234 2.2526 -4.8779 -0.460 0.421 -0.667
C -1.1561 3.2404 -2.7837 1.939 1.934 1.090
C -1.9000 4.3951 -2.6961 0.058 1.094 0.312
C -3.2795 4.3040 -2.7070 -0.707 1.040 0.145
C -3.8921 3.0720 -2.6945 -0.057 -1.728 0.854
F -5.1889 2.9969 -2.2203 0.686 0.071 -1.113
C -3.1582 1.8614 -2.8887 -0.710 1.073 0.033
C -1.7734 2.0404 -2.9081 -0.700 -2.358 -1.176
H 5.0092 5.2000 -4.5521 1.320 -0.210 -0.415
H 3.7486 3.6895 -3.1729 0.017 -0.786 0.590
H 0.3302 6.3464 -3.5988 -0.707 -0.184 -0.184
H 1.6587 7.8151 -5.0273 0.212 -0.073 -0.097
H 2.6168 0.6456 -2.3196 -0.190 -0.380 0.151
H 3.3005 -0.9371 -4.3067 -0.511 1.070 0.511
H 1.1823 1.5448 -6.9983 0.192 0.588 0.727
H 0.6056 3.1926 -5.1780 0.185 -0.759 0.837
H -1.4517 5.4094 -2.4741 -0.436 -1.315 -0.506
H -3.8462 5.2420 -2.6278 -0.076 -0.685 0.184
H -3.6240 0.8483 -3.0249 0.391 1.306 0.393
H -1.1640 1.1619 -3.1482 -0.119 0.136 0.456
C -0.3383 2.5087 5.5681 -1.306 -1.406 0.540
S -0.2403 1.5946 3.9941 -0.618 0.653 0.327
C 1.2143 2.2443 3.4024 0.872 0.036 -2.629
C 1.3721 2.6831 2.0252 -0.258 -0.480 3.460
S 0.2453 3.6628 1.1990 0.091 -0.636 0.264
S 3.0476 2.2943 1.5431 0.016 1.327 -0.035
C 3.7732 2.3455 3.1233 1.018 -1.405 0.138
S 5.4398 2.4192 3.3139 -0.949 0.107 -0.006
S 2.6575 1.8868 4.3832 0.113 0.731 -1.512
H -1.4641 2.5152 5.7624 1.633 0.180 0.399
H 0.0862 3.4986 5.5168 -0.143 0.319 -0.325
H 0.2574 1.9135 6.3006 -0.834 0.586 -0.130
```
Positions in Å, forces in eV/Å.

Computed properties:
**Energy above the lowest of the compared OMol25 structures with the same formula, charge and spin**: 88.8 kcal/mol
**Max |F|**: 3.60 eV/A
**Net charge**: -1
**Frontier orbital gap**: 4.685 eV
**E_LUMO**: 0.97 eV

***

Molecular formula: C5H14O
Method: DFT, the ωB97M-V functional and the def2-TZVPD basis

Structure (XYZ):
```
20
Properties=species:S:1:pos:R:3:forces:R:3
C -0.0765 -0.3687 -4.6989 0.661 0.435 0.117
C 0.9898 -0.3554 -3.5850 -0.490 0.229 -0.262
C 2.0513 -1.4506 -3.7183 -0.744 0.879 -0.873
H -0.8975 -1.0416 -4.4668 -0.018 -0.155 -0.436
H 0.4269 -0.5530 -5.6558 -0.295 -0.608 0.093
H -0.4457 0.6477 -4.8533 -0.413 -0.100 0.348
H 0.5245 -0.4090 -2.5996 -0.110 0.080 -0.001
H 1.4031 0.6461 -3.6894 0.638 -0.055 0.417
H 1.5694 -2.4257 -3.7496 0.159 -0.169 0.311
H 2.4975 -1.2949 -4.7053 0.382 -0.225 0.185
H 2.7909 -1.3510 -2.9361 0.229 -0.310 0.101
C -1.1908 1.4366 5.3545 0.129 0.701 -0.233
O -2.3717 1.9626 4.7554 -0.209 -0.009 0.092
C -0.7032 0.1601 4.6821 0.269 -0.258 0.132
H -0.4969 2.2563 5.2130 0.390 0.028 -0.082
H -1.2811 1.3549 6.4442 -0.281 -0.328 -0.114
H -3.0684 1.3006 4.7303 0.070 -0.114 0.134
H 0.2878 0.2264 4.2304 0.044 0.319 0.142
H -0.6458 -0.6619 5.3973 -0.233 -0.126 -0.180
H -1.3634 -0.0795 3.8508 -0.180 -0.212 0.110
```
Positions in Å, forces in eV/Å.

Computed properties:
**SMILES**: CCC.CCO
**Energy above the lowest of the compared OMol25 structures with the same formula, charge and spin**: 21.9 kcal/mol
**Max |F|**: 1.45 eV/A
**Frontier orbital gap**: 11.459 eV
**E_LUMO**: 1.08 eV

***

Molecular formula: C15H35N5O5
Method: DFT, the ωB97M-V functional and the def2-TZVPD basis

Structure (XYZ):
```
60
Properties=species:S:1:pos:R:3:forces:R:3
C -13.3396 -22.9070 -2.4663 -0.526 0.382 -1.029
C -12.6590 -24.2323 -2.2307 -1.573 -0.355 3.229
O -13.2184 -25.1435 -1.5571 1.175 1.530 -2.124
N -11.3575 -24.2449 -2.5549 0.309 -1.749 1.458
C -10.5255 -25.4633 -2.1358 -0.326 1.883 -1.954
H -14.0799 -22.6080 -1.7243 0.316 -0.417 0.306
H -13.9033 -22.9336 -3.3988 -0.074 -0.231 -0.163
H -12.6339 -22.0919 -2.6263 0.151 -0.008 0.210
H -10.8689 -23.3749 -2.7118 -0.173 -0.257 -0.094
H -11.0028 -26.2492 -1.5504 -0.482 0.667 -0.108
H -9.6419 -25.0636 -1.6384 0.122 -0.364 -0.189
H -10.3651 -25.7792 -3.1667 1.085 -1.102 0.532
C -11.5163 -22.1424 0.9618 0.038 -0.754 1.382
C -12.5389 -22.9958 1.7209 -2.018 1.591 -0.743
O -13.4085 -22.4328 2.3822 0.390 -0.432 0.301
N -12.5802 -24.3101 1.4579 0.626 -1.153 -0.101
C -13.5079 -25.2554 2.0711 -0.636 0.310 0.765
H -11.3720 -21.2620 1.5880 0.202 -0.063 -0.077
H -11.8596 -21.7855 -0.0092 0.010 -0.511 -0.026
H -10.6190 -22.7612 0.9688 0.435 0.479 -0.687
H -11.8130 -24.6642 0.9047 -0.400 -0.210 -0.022
H -13.8213 -24.8735 3.0428 0.663 0.036 0.375
H -13.1207 -26.2659 2.2019 0.504 0.301 -0.101
H -14.4934 -25.3874 1.6244 0.327 0.295 -1.100
C -17.0254 -25.1642 0.9138 -0.346 -1.162 -0.903
C -17.3767 -23.9741 1.7994 1.114 0.116 -1.561
O -18.1439 -23.1270 1.3738 -0.267 -0.149 0.927
N -16.6560 -23.9421 2.9434 -0.312 0.685 1.163
C -16.7231 -22.9415 4.0152 0.421 0.368 0.342
H -16.6365 -26.0563 1.4047 -0.098 0.093 0.430
H -16.3738 -25.0393 0.0490 0.664 1.032 0.384
H -17.8794 -25.4889 0.3194 -0.650 0.059 0.600
H -15.7933 -24.4661 2.9792 -0.487 -0.211 -0.084
H -17.5378 -22.2178 3.9910 -0.073 -0.307 -0.782
H -15.7859 -22.3860 4.0495 0.042 0.212 -0.344
H -16.7759 -23.3769 5.0130 -0.147 -0.671 -0.177
C -10.9188 -19.8641 7.5703 -0.534 0.408 -0.743
C -12.3839 -19.6101 7.1334 0.858 -1.849 1.222
O -13.0836 -19.0394 7.9371 -0.761 1.218 0.340
N -12.9474 -20.1910 6.0427 0.812 1.186 1.346
C -12.3742 -20.9875 5.0047 -0.866 0.030 -0.636
H -10.4143 -20.6710 7.0387 0.134 0.280 -0.071
H -10.8625 -20.0417 8.6443 -0.479 -0.190 -0.137
H -10.4413 -18.8917 7.4498 0.434 -0.161 -0.329
H -13.9121 -19.8944 6.0056 -0.069 -0.338 -0.415
H -11.3544 -21.3354 5.1698 -0.218 0.138 0.371
H -12.4063 -20.3974 4.0889 0.174 -0.380 -0.325
H -13.0712 -21.8214 4.9218 0.508 -0.328 -0.584
C -15.5030 -27.9988 4.0296 -0.165 -1.102 0.217
C -16.4331 -26.9909 4.5795 0.856 0.810 0.984
O -16.0044 -26.0940 5.3021 -0.241 0.128 -0.398
N -17.7161 -27.1168 4.2485 -2.004 1.022 0.182
C -18.7036 -26.0399 4.5769 0.146 -1.529 0.051
H -16.0675 -28.9088 3.8262 0.183 -0.144 -0.423
H -14.7953 -28.2510 4.8194 0.308 0.222 -0.352
H -15.0435 -27.6144 3.1190 0.169 -0.164 0.116
H -18.0999 -27.9680 3.8634 0.432 0.210 -0.101
H -18.3241 -25.4266 5.3942 0.243 0.236 -0.597
H -19.5969 -26.5156 4.9818 -0.093 -0.113 -0.108
H -18.9814 -25.5451 3.6463 0.168 0.476 0.358
```
Positions in Å, forces in eV/Å.

Computed properties:
**SMILES**: CNC(C)=O.CNC(C)=O.CNC(C)=O.CNC(C)=O.CNC(C)=O
**Energy above the lowest of the compared OMol25 structures with the same formula, charge and spin**: 44.6 kcal/mol
**Max |F|**: 3.61 eV/A
**Frontier orbital gap**: 9.343 eV
**E_LUMO**: 0.31 eV